(1)
{
  "formula": "C9H22O6S3",
  "method": "ωB97M-V/def2-TZVPD",
  "homo_ev": -9.07,
  "total_charge": 0,
  "spin_multiplicity": 1,
  "total_energy_ev": -54476.496,
  "symbols": ["C", "C", "O", "C", "O", "O", "H", "H", "H", "H", "C", "S", "O", "C", "H", "H", "H", "H", "H", "H", "C", "S", "O", "C", "H", "H", "H", "H", "H", "H", "C", "S", "O", "C", "H", "H", "H", "H", "H", "H"],
  "positions_angstrom": [[-25.159389, 25.024900, -15.711757], [-24.066231, 23.965716, -15.437789], [-23.404924, 23.998014, -16.698611], [-23.707627, 25.081712, -17.393192], [-23.285392, 25.416106, -18.506218], [-24.424066, 25.887923, -16.548786], [-25.449056, 25.551392, -14.802371], [-26.028848, 24.688145, -16.276329], [-24.447298, 22.956493, -15.281759], [-23.411369, 24.354460, -14.657966], [-28.363537, 28.250648, -14.245936], [-28.035023, 28.475953, -16.074088], [-27.707581, 27.082056, -16.679472], [-29.810037, 28.738440, -16.550583], [-27.530214, 27.795502, -13.710666], [-29.297716, 27.759696, -13.973216], [-28.532855, 29.219673, -13.776443], [-29.923498, 28.995405, -17.603764], [-30.212951, 29.514440, -15.899747], [-30.394728, 27.818571, -16.558811], [-28.844534, 22.518145, -13.036495], [-28.234600, 23.916808, -11.932950], [-28.561027, 23.346462, -10.543405], [-26.432964, 23.485490, -12.215438], [-28.644037, 21.536896, -12.606338], [-28.444878, 22.507293, -14.050529], [-29.897285, 22.750276, -13.197531], [-25.696912, 24.080902, -11.675234], [-26.104892, 23.608722, -13.247556], [-26.417803, 22.419816, -11.986973], [-28.593196, 24.811104, -18.998937], [-29.130257, 23.320787, -18.048557], [-27.849813, 22.481140, -17.953467], [-29.252421, 24.171554, -16.452698], [-29.505762, 25.380741, -19.174553], [-28.152884, 24.446731, -19.927097], [-27.894871, 25.496553, -18.518722], [-29.893796, 25.019224, -16.693944], [-28.301461, 24.614556, -16.156855], [-29.633866, 23.441233, -15.739096]],
  "forces_ev_per_a": [[0.3755, -0.3323, 0.8020], [-1.3267, 0.6825, -0.6238], [0.8728, -1.7333, -0.6832], [1.6134, 2.4898, -1.9878], [-1.4610, -1.3608, 3.4442], [-0.3416, 0.8143, -1.3288], [-0.0995, 0.0786, -0.1946], [-0.0591, -0.3593, 0.2549], [0.2347, 0.1258, 0.2010], [0.1816, -0.3924, 0.0216], [-0.4421, 0.5335, 0.0736], [-0.9520, -2.8996, -0.4306], [-0.3739, 2.2857, 1.2334], [0.3114, 0.0015, -0.1777], [0.1109, -0.1110, -0.5028], [0.0862, -0.6602, -0.6511], [0.4168, 0.4651, -0.3595], [0.6970, 0.6500, 0.0359], [-0.1854, -0.0846, -0.1378], [0.3134, -0.2674, 0.9604], [-0.0038, 1.1060, -0.5260], [0.4666, -2.7584, 1.1301], [0.5426, 1.2995, -1.9038], [-0.3658, -0.0140, -0.3812], [-0.1836, 0.3395, 0.4793], [0.5193, 0.3587, 0.0748], [-0.1509, -0.4013, 0.4918], [-0.5382, -0.0926, 0.6728], [-0.6092, -0.0124, -0.3353], [0.3569, 0.1453, 0.3013], [-0.6713, -0.1706, 0.0243], [3.2888, 0.1400, 0.1705], [-1.7199, 0.5609, -0.0470], [-0.1486, 0.1166, -0.7396], [-0.0547, 0.0276, -0.3631], [-0.2506, -0.0615, 0.0229], [0.0931, -0.4687, 0.5002], [-0.4677, -0.0959, 0.5962], [0.1038, -0.3337, -0.1270], [-0.1791, 0.3893, 0.0095]]
}



(2)
{
  "formula": "C9H22O9SV",
  "method": "ωB97M-V/def2-TZVPD",
  "homo_ev": -5.85,
  "total_charge": -1,
  "spin_multiplicity": 1,
  "de_lowest_kcal_mol": 20.30,
  "total_energy_ev": -64642.869,
  "symbols": ["O", "V", "O", "C", "C", "C", "O", "H", "H", "H", "H", "H", "H", "H", "C", "C", "O", "O", "H", "H", "H", "C", "O", "H", "H", "H", "H", "O", "S", "O", "O", "C", "C", "C", "H", "H", "H", "H", "H", "H", "H", "H"],
  "positions_angstrom": [[0.900326, -0.528567, 2.594150], [1.089223, -0.358841, 1.023307], [0.060626, 0.705471, 0.446617], [-1.861675, -2.204757, 0.518643], [-0.689105, -2.517678, -0.450748], [-1.044139, -1.939665, -1.824454], [0.506123, -2.162157, 0.110659], [-1.754777, -2.773992, 1.440742], [-2.809996, -2.435750, 0.024257], [-1.848861, -1.132365, 0.730558], [-0.746971, -3.612804, -0.596138], [-1.042189, -0.850306, -1.730617], [-1.968258, -2.346862, -2.239272], [-0.297510, -2.223260, -2.573321], [5.029880, 0.219577, -0.498435], [3.613939, 0.144070, 0.022983], [3.415211, -0.144945, 1.237218], [2.646251, 0.189324, -0.760392], [5.575337, -0.717689, -0.567407], [5.642002, 0.886647, 0.115110], [5.019709, 0.717092, -1.469562], [0.278283, -2.677994, 5.459929], [-0.780733, -3.364786, 6.167073], [0.891488, -3.508457, 5.111201], [-0.121933, -2.039422, 4.673809], [0.820607, -2.040175, 6.152978], [-1.127549, -4.033718, 5.573266], [-1.192405, 3.738730, -3.574570], [-0.647202, 3.499333, -2.273044], [-0.963597, 4.362121, -1.173862], [-0.976117, 1.994596, -1.850075], [-2.213890, 1.838922, -1.121985], [-3.428069, 2.126335, -1.978513], [1.134478, 3.326805, -2.335469], [-2.147638, 2.475998, -0.238093], [-2.220852, 0.845915, -0.679189], [-4.343307, 2.235922, -1.388834], [-3.620632, 1.365854, -2.734329], [-3.375468, 3.100884, -2.464951], [1.500909, 2.492071, -2.928572], [1.466881, 3.100023, -1.321588], [1.631589, 4.248486, -2.629097]],
  "forces_ev_per_a": [[-0.2315, 0.2560, -0.4457], [0.3539, -2.5457, -1.9539], [0.2855, 0.0368, 0.8285], [0.2766, 0.1070, -0.6381], [-1.7895, -0.5142, 0.3691], [1.0308, 0.2355, -0.1673], [1.4874, 2.2494, 1.0272], [-0.0358, 0.0791, 0.0670], [-0.0743, -0.1208, 0.1986], [0.0008, -0.0338, 0.1744], [0.4531, -0.0903, 0.1717], [-0.2358, 0.0060, -0.3315], [-0.2949, 0.2299, 0.4111], [0.2611, 0.1955, 0.1921], [0.4508, 1.4934, -0.2681], [-0.2265, -1.6052, 0.0512], [-0.6952, 0.3314, 0.5541], [-0.3319, 0.4926, -0.3670], [-0.4281, -0.2590, 0.0848], [-0.1325, -0.1879, 0.3272], [-0.0787, -0.3597, -0.1712], [-0.6480, -0.8722, 0.2242], [-0.1265, 0.5453, 0.3742], [0.6261, 0.6757, -0.5201], [0.1949, -0.1810, -0.2523], [-0.0069, -0.1968, 0.1740], [-0.0243, 0.0663, -0.0531], [0.0718, 0.3558, -0.0908], [1.1848, -1.2073, 0.2889], [-0.2135, 0.3504, -0.2206], [-0.1472, 0.4188, -0.3839], [-0.2594, 0.1500, 0.8171], [-0.6205, 0.4406, -0.0142], [0.3260, -0.2442, 0.5917], [-0.1611, 0.2837, -0.2150], [0.2584, -0.2213, -0.5309], [0.1752, -0.4135, 0.3434], [0.2098, -0.0257, -0.0358], [0.3403, -0.1069, -0.1710], [-0.5037, 0.0140, -0.3121], [-0.2962, 0.0133, 0.1016], [-0.4256, 0.1592, -0.2295]]
}



(3)
{
  "formula": "C9H23BO5P",
  "method": "ωB97M-V/def2-TZVPD",
  "homo_ev": -12.58,
  "total_charge": 1,
  "spin_multiplicity": 1,
  "total_energy_ev": -29902.744,
  "symbols": ["C", "C", "O", "C", "C", "O", "C", "C", "O", "C", "P", "B", "O", "O", "C", "C", "H", "H", "H", "H", "H", "H", "H", "H", "H", "H", "H", "H", "H", "H", "H", "H", "H", "H", "H", "H", "H", "H", "H"],
  "positions_angstrom": [[-2.636798, 1.126144, -3.725226], [-1.518725, 0.304436, -4.343501], [-0.467905, -0.020909, -3.434834], [0.156603, 1.102521, -2.856268], [1.432264, 0.662068, -2.179689], [1.215122, -0.191867, -1.059923], [1.031159, -1.566120, -1.389929], [1.106593, -2.355747, -0.095207], [-0.181810, -2.796961, 0.378529], [-1.109767, -1.757545, 0.467215], [-1.300369, -1.312961, 2.249999], [-0.293990, 0.343955, 2.679958], [-0.450486, 1.330269, 1.761061], [0.351821, 0.313234, 3.831690], [1.133226, 1.438195, 4.349121], [1.915677, 0.971952, 5.549868], [-2.925474, 0.709221, -2.757008], [-2.364768, 2.173110, -3.587124], [-3.511406, 1.097406, -4.376388], [-1.900579, -0.654145, -4.692959], [-1.085689, 0.824401, -5.207707], [-0.506782, 1.584074, -2.124918], [0.408653, 1.852146, -3.620989], [1.955593, 1.540007, -1.796713], [2.082951, 0.153887, -2.899463], [0.059656, -1.718392, -1.868977], [1.792333, -1.894657, -2.104229], [1.555008, -1.704634, 0.666042], [1.706610, -3.258304, -0.171919], [-0.765761, -0.840105, -0.022869], [-2.083408, -2.021101, 0.051755], [-0.946509, -2.422710, 3.017535], [-2.656868, -1.093417, 2.515912], [0.229322, 1.498332, 1.100506], [1.776337, 1.793688, 3.543204], [0.420820, 2.225656, 4.594651], [2.353972, -0.009203, 5.364387], [1.291957, 0.907761, 6.440585], [2.731419, 1.666318, 5.753822]],
  "forces_ev_per_a": [[-0.0343, -0.0406, 0.0135], [0.0769, 0.0398, -0.0850], [-0.0943, 0.0270, 0.0782], [-0.0092, 0.0244, -0.0616], [0.0346, -0.0502, -0.0305], [-0.0745, 0.0897, 0.0654], [-0.0337, -0.1004, -0.0376], [-0.0424, 0.0832, 0.2756], [-0.0497, 0.0736, -0.3016], [0.0864, 0.1404, 0.0890], [-0.0701, 0.1650, 0.0419], [0.0701, 0.1486, 0.0046], [0.0215, -0.2516, 0.0509], [-0.0414, -0.0814, 0.0393], [-0.1061, 0.0422, -0.1336], [0.0833, -0.0461, 0.0684], [-0.0172, -0.0051, -0.0391], [0.0227, -0.0341, 0.0190], [0.0299, 0.0247, 0.0087], [0.0347, 0.0025, 0.0332], [-0.0591, 0.0083, 0.0306], [0.0386, 0.0080, -0.0034], [-0.0132, -0.0402, 0.0060], [0.0041, -0.0171, -0.0206], [-0.0199, 0.0522, -0.0015], [0.0815, -0.0581, -0.0520], [0.0765, 0.0729, 0.0976], [0.1252, -0.0760, -0.0307], [-0.0861, -0.0226, -0.0782], [-0.1485, -0.0205, -0.0427], [0.0666, -0.2057, 0.0658], [-0.0420, -0.0428, -0.0093], [0.0025, -0.0045, 0.0334], [0.0572, 0.0775, -0.0564], [0.0354, -0.0522, 0.0509], [0.0749, 0.0176, 0.0093], [0.0153, 0.0533, -0.0462], [-0.0228, -0.0312, -0.0580], [-0.0732, 0.0296, 0.0065]]
}